1.
The following is a DFT calculation (wB97M-V/def2-TZVPD) of a molecular structure, C32H34KN6O4PS3.

Geometry as XYZ:
```
81
Properties=species:S:1:pos:R:3:forces:R:3:mulliken_charge:R:1
K 0.4038 -0.1709 0.9720 0.24 -0.09 0.06 1.066
C -2.8057 3.3107 3.0647 -0.09 0.02 0.12 -1.683
C -1.9648 2.1278 2.6894 0.22 -0.25 0.02 0.210
N -0.6820 2.0871 2.7069 -0.38 0.19 -0.33 0.094
N -0.1015 3.3378 2.7928 -0.05 -0.14 0.28 0.013
C 1.2378 3.4564 2.9848 -0.03 0.30 -0.01 0.021
N 1.7194 4.6366 2.4838 -0.02 -0.07 0.07 -0.467
S 2.1674 2.3640 3.8046 0.10 -0.12 0.02 -0.353
C -2.6520 0.9086 2.1710 0.13 0.16 0.06 1.096
C -3.8381 1.0737 1.4607 -0.03 -0.18 -0.04 -0.592
C -4.4019 -0.0343 0.8481 0.02 0.07 0.05 -0.544
C -3.7700 -1.2594 0.9675 0.00 -0.05 -0.03 -0.161
C -2.5886 -1.3205 1.6936 -0.05 0.01 0.08 -0.258
N -2.0334 -0.2682 2.2880 -0.25 -0.09 -0.04 -0.717
H -2.9975 3.9720 2.2170 0.04 0.01 -0.01 0.395
H -2.2942 3.8829 3.8391 0.01 0.03 -0.02 0.423
H -3.7674 2.9672 3.4488 0.03 -0.01 0.03 0.528
H -0.5407 4.0269 2.1752 0.06 0.00 -0.05 0.089
H 1.2902 4.9710 1.6279 -0.01 0.03 0.02 0.297
H 2.7231 4.6986 2.5096 -0.01 -0.02 -0.02 0.260
H -4.2602 2.0583 1.3228 -0.01 0.01 0.01 0.268
H -5.2978 0.0734 0.2493 0.00 -0.02 0.00 0.280
H -4.1479 -2.1444 0.4728 -0.01 0.01 0.00 0.394
H -2.0492 -2.2572 1.7896 0.03 -0.01 0.01 0.392
N 0.4748 -1.4655 -3.0857 -0.14 -0.07 0.08 -0.046
P -0.7416 -1.0023 -1.9343 -0.29 0.02 0.26 0.796
C -2.1115 -2.0462 -2.6102 0.06 -0.05 -0.13 -0.130
C -2.8614 -1.6773 -3.7248 -0.02 0.05 0.02 -0.320
C -3.8742 -2.4998 -4.1976 -0.02 0.00 -0.01 -0.684
C -4.1570 -3.6989 -3.5546 -0.02 -0.02 0.00 -0.390
C -3.4217 -4.0729 -2.4376 0.02 0.02 0.01 -0.559
C -2.4070 -3.2463 -1.9707 -0.02 -0.08 -0.02 -0.501
C -1.2228 0.6398 -2.4237 0.10 0.20 -0.27 0.491
C -2.5427 1.0843 -2.0787 -0.15 0.11 0.07 0.045
C -3.1338 2.2690 -2.3184 0.05 -0.18 0.00 -0.932
C -1.3745 3.8256 -2.9497 0.17 0.00 -0.20 -0.218
C -0.2155 2.9005 -2.9713 -0.07 0.02 0.01 -0.909
C -0.2040 1.5490 -2.7942 0.02 -0.01 -0.02 -0.378
C 1.8059 -1.5000 -2.7742 0.12 0.04 -0.12 0.332
C 2.7411 -2.0924 -3.6431 -0.03 -0.02 0.00 -0.902
C 4.0662 -2.1013 -3.2729 0.05 0.00 -0.01 -0.294
C 4.4475 -1.5464 -2.0549 -0.07 0.00 -0.02 -0.731
C 3.4525 -0.9844 -1.2731 0.12 -0.04 0.09 -0.282
N 2.1740 -0.9293 -1.6290 -0.12 0.02 0.09 0.320
H 0.2034 -1.7913 -3.9997 0.03 0.09 -0.03 0.227
H -2.6547 -0.7178 -4.1879 0.01 -0.01 -0.01 0.382
H -4.4545 -2.1987 -5.0623 0.00 -0.01 0.00 0.384
H -4.9558 -4.3352 -3.9184 0.00 -0.01 0.00 0.356
H -3.6379 -5.0037 -1.9264 -0.02 -0.02 -0.01 0.384
H -1.8278 -3.5317 -1.0981 0.01 0.02 0.01 0.392
H -3.1771 0.4062 -1.5068 0.07 0.01 -0.02 0.144
H -4.1145 2.4961 -1.9156 0.02 0.01 -0.02 0.427
H -1.2623 4.5531 -3.7656 -0.02 -0.02 0.02 0.240
H 0.7194 3.3799 -3.2328 0.00 0.03 -0.01 0.344
H 0.7790 1.1052 -2.9450 0.01 -0.03 0.02 0.112
H 2.4120 -2.5360 -4.5752 -0.01 0.00 0.01 0.347
H 4.8036 -2.5526 -3.9279 0.00 0.00 0.01 0.355
H 5.4735 -1.5576 -1.7167 0.01 0.00 0.01 0.390
H 3.6853 -0.5689 -0.2989 -0.01 0.01 0.01 0.280
O 1.8249 3.1318 -0.1112 -0.43 -0.24 -0.16 -0.272
C 0.9469 2.4143 -0.1048 0.69 0.36 -0.04 0.202
C 4.0722 -4.3036 3.7965 0.01 0.04 0.00 -1.699
C 4.0493 -2.7856 3.5534 0.07 -0.02 0.01 2.403
C 5.4171 -2.3562 2.9978 -0.03 0.00 0.01 -1.624
C 3.8170 -2.0740 4.8940 0.00 0.00 -0.02 -1.491
C 2.9841 -2.4369 2.5989 0.08 -0.07 0.03 -0.794
C 2.0955 -2.1466 1.7991 0.01 -0.14 0.05 -1.105
H 4.8504 -4.5678 4.5222 0.01 -0.02 0.00 0.363
H 4.2658 -4.8330 2.8625 0.00 0.00 -0.01 0.387
H 3.1059 -4.6376 4.1768 0.00 0.00 0.01 0.381
H 6.2198 -2.6123 3.6989 0.02 -0.01 0.00 0.375
H 5.4312 -1.2793 2.8259 -0.01 0.01 0.00 0.358
H 5.6073 -2.8516 2.0446 0.00 -0.01 -0.01 0.367
H 4.6276 -2.3001 5.5961 0.00 0.00 0.03 0.354
H 2.8704 -2.3940 5.3315 -0.01 0.00 0.00 0.373
H 3.7657 -0.9950 4.7460 0.01 0.01 0.00 0.291
O -2.4687 5.9588 -1.8336 -0.12 0.08 -0.03 -0.717
S -1.3690 5.0458 -1.5717 0.11 -0.01 0.11 1.001
O -2.6628 3.2913 -3.1237 -0.18 -0.10 0.06 -0.462
O -0.0380 5.6361 -1.6389 0.12 0.05 0.06 -0.684
S -1.6472 4.0456 0.1360 -0.13 0.15 -0.21 -0.529
```
Positions in Å, forces in eV/Å.

HOMO ... -0.46 eV
Orbital gap ... 0.1610 hartree
E_tot ... -4005.09967 a.u.
Relative energy (zero: lowest compared OMol25 entry of this formula, charge and spin) ... 3.139 eV
Total charge ... -2

2.
The following is a DFT calculation (wB97M-V/def2-TZVPD) of a molecular structure, C32H34MnN2OSi.

Geometry as XYZ:
```
71
Properties=species:S:1:pos:R:3:forces:R:3:mulliken_charge:R:1
Mn 0.7391 -1.0977 0.1169 -0.01 0.04 0.04 0.170
N 1.0597 -0.3808 2.2519 -0.02 0.08 -0.02 -0.348
C 0.4273 -1.0495 3.4108 -0.04 0.01 0.03 -0.844
C -0.9322 -1.6455 3.0319 0.04 -0.03 0.01 0.400
C -0.9249 -3.1658 2.8387 0.00 0.02 0.00 -1.182
C 0.0988 -3.7293 1.8637 -0.02 0.01 0.00 -0.548
N -0.0537 -3.1749 0.5029 -0.02 0.03 0.02 -0.627
H 2.0325 -0.1680 2.4496 0.01 -0.04 -0.03 0.260
H 0.6042 0.5225 2.1162 -0.02 0.04 0.01 -0.021
H 0.3134 -0.3435 4.2373 0.00 0.00 -0.01 0.289
H 1.1050 -1.8319 3.7589 0.02 0.01 -0.01 0.490
H -1.2916 -1.1464 2.1279 -0.02 -0.01 -0.01 -0.313
H -1.6576 -1.4216 3.8160 0.00 0.01 -0.01 0.475
H -1.9250 -3.4836 2.5271 0.01 -0.01 0.00 0.423
H -0.7399 -3.6484 3.8029 -0.01 0.00 0.00 0.373
H 0.0027 -4.8180 1.8531 0.01 -0.01 0.00 0.395
H 1.1118 -3.5036 2.2063 0.01 -0.01 -0.01 0.235
H -1.0379 -3.1007 0.2577 0.00 0.01 0.00 0.238
H 0.3771 -3.7924 -0.1775 0.00 0.00 0.00 0.321
C 5.7052 -3.7877 -0.7762 0.00 0.00 0.00 -0.489
C 4.5444 -3.9423 0.0124 -0.01 0.01 0.00 -0.728
C 3.5446 -3.0139 -0.0612 0.01 0.00 0.00 -0.228
C 3.6231 -1.8783 -0.9110 -0.01 -0.01 0.02 1.369
C 2.5529 -0.9232 -0.9695 -0.05 0.04 -0.02 -1.365
C 2.7583 0.1593 -1.8012 0.03 -0.02 0.02 1.026
C 3.9327 0.3314 -2.5734 -0.01 0.00 -0.01 -1.164
C 4.9315 -0.5948 -2.5254 0.00 -0.01 0.01 -0.809
C 4.8030 -1.7284 -1.6854 -0.01 0.00 0.01 1.008
C 5.8266 -2.7056 -1.5996 0.00 0.00 0.00 -0.810
H 6.4964 -4.5247 -0.7213 0.00 0.00 0.00 0.377
H 4.4530 -4.7942 0.6751 0.00 0.00 0.00 0.414
H 2.6586 -3.1256 0.5567 0.00 -0.01 0.00 0.131
H 1.9963 0.9280 -1.8895 -0.02 0.01 -0.01 0.495
H 4.0306 1.2033 -3.2101 0.00 0.00 0.00 0.418
H 5.8317 -0.4787 -3.1183 0.00 0.00 0.00 0.352
H 6.7177 -2.5754 -2.2037 0.00 0.00 0.00 0.359
O -1.0784 -0.3558 -0.0896 0.03 -0.02 -0.11 -0.229
Si -1.7205 1.0805 -0.4165 0.05 -0.01 0.03 -0.546
C -1.4912 1.5468 -2.2198 0.01 0.00 0.01 0.206
C -0.6150 0.8295 -3.0353 -0.04 0.01 -0.02 -0.278
C -0.3994 1.1954 -4.3582 0.00 0.00 0.00 -0.695
C -1.0673 2.2882 -4.8909 0.01 -0.01 0.00 -0.471
C -1.9533 3.0086 -4.1003 -0.02 0.00 0.03 -0.716
C -2.1611 2.6379 -2.7794 0.03 0.02 -0.03 -0.206
C -3.5481 1.1253 0.0134 0.00 -0.04 0.03 0.454
C -4.2085 2.3061 0.3606 -0.03 -0.02 -0.01 0.055
C -5.5674 2.3142 0.6477 0.02 0.00 -0.01 -0.781
C -6.2930 1.1325 0.5965 0.00 -0.01 0.00 -0.412
C -5.6562 -0.0534 0.2568 0.01 0.00 -0.01 -0.644
C -4.2983 -0.0523 -0.0317 -0.02 0.01 0.01 -0.392
C -0.8729 2.3987 0.6424 -0.05 -0.03 0.04 0.270
C 0.1939 3.1639 0.1673 0.03 -0.04 0.01 -0.074
C 0.9032 4.0147 1.0075 0.01 0.01 -0.01 -0.732
C 0.5515 4.1234 2.3451 -0.01 -0.01 0.00 -0.441
C -0.5174 3.3846 2.8384 0.01 -0.01 0.00 -0.663
C -1.2181 2.5344 1.9934 0.03 -0.04 0.00 -0.015
H -0.0943 -0.0336 -2.6356 0.01 0.00 0.01 0.396
H 0.2897 0.6258 -4.9698 0.00 0.01 0.00 0.441
H -0.9024 2.5763 -5.9217 0.00 0.00 0.00 0.366
H -2.4832 3.8570 -4.5155 0.00 0.00 0.00 0.400
H -2.8616 3.2061 -2.1756 0.00 0.01 -0.01 0.306
H -3.6519 3.2359 0.4186 0.00 0.00 0.00 0.375
H -6.0592 3.2412 0.9154 0.00 0.00 0.00 0.395
H -7.3521 1.1352 0.8223 0.00 0.00 0.00 0.371
H -6.2196 -0.9776 0.2152 0.00 0.00 0.00 0.401
H -3.8064 -0.9821 -0.2963 0.01 0.00 0.01 0.355
H 0.4771 3.0932 -0.8778 0.00 0.00 0.00 0.287
H 1.7300 4.5946 0.6165 0.00 0.00 0.00 0.408
H 1.1013 4.7876 3.0000 0.00 0.00 0.00 0.381
H -0.8070 3.4779 3.8784 0.00 0.00 -0.01 0.429
H -2.0582 1.9691 2.3876 0.02 0.01 0.00 0.453
```
Positions in Å, forces in eV/Å.

HOMO (alpha / beta) ... -7.55 / -7.66 eV
⟨S²⟩ ... 8.76
Orbital gap (alpha / beta) ... 0.2921 / 0.2955 hartree
E_tot ... -2865.16566 a.u.
2S+1 ... 6

3.
The following is a DFT calculation (wB97M-V/def2-TZVPD) of a molecular structure, C32H34MnN8O3S.

Geometry as XYZ:
```
79
Properties=species:S:1:pos:R:3:forces:R:3:mulliken_charge:R:1
Mn -0.1394 0.3003 -0.0546 -0.17 0.45 -0.98 0.313
C -0.4055 -0.0585 -5.5566 -0.01 -0.04 -0.03 -0.773
C -0.6589 -1.3297 -5.0554 0.00 -0.05 0.04 -1.143
C -0.9117 -1.5346 -3.7096 0.02 -0.22 -0.19 -0.326
C -0.9466 -0.4824 -2.7761 -0.11 -0.38 0.33 0.897
C -0.6780 0.7490 -3.3447 0.14 0.52 0.09 0.164
C -0.3942 0.9979 -4.6663 0.06 0.02 -0.15 -0.659
N -1.1284 -0.6698 -1.4192 -0.29 -0.22 0.38 -0.097
C -1.7499 -1.8411 -0.8914 0.24 0.39 -0.54 1.299
C -2.6677 -2.6656 -1.5335 -0.10 -0.11 -0.08 -0.806
C -3.1577 -3.7926 -0.8836 -0.03 0.04 -0.06 -0.852
C -2.7643 -4.1025 0.4098 0.06 0.03 0.04 -0.711
C -1.9022 -3.2428 1.0791 -0.13 -0.14 0.09 -0.713
C -1.4225 -2.1303 0.4236 0.40 0.46 0.43 -0.334
N -0.6753 -1.1178 1.1445 0.33 -0.56 0.64 -0.061
N 0.6745 -1.1877 0.9731 -0.19 -0.22 0.36 -0.237
C 1.3678 -0.3155 1.8957 -0.24 -0.27 -0.45 0.801
C 1.9600 -0.7315 3.0685 0.12 -0.06 0.18 -0.850
C 2.6854 0.2166 3.7743 -0.01 -0.04 0.07 -0.336
C 2.7893 1.5153 3.2867 0.04 -0.02 0.01 -0.833
C 2.1415 1.8374 2.1094 -0.10 -0.02 -0.03 -0.413
N 1.4393 0.9277 1.4327 -0.15 -0.05 0.12 -0.129
H -0.1989 0.1069 -6.6057 0.00 -0.03 0.07 0.404
H -0.6397 -2.1855 -5.7193 -0.01 0.03 0.04 0.461
H -1.0654 -2.5426 -3.3435 0.08 0.07 -0.08 0.635
H -1.3536 2.5712 -2.8210 -0.07 -0.02 0.05 0.356
H -0.1528 2.0046 -4.9895 -0.01 -0.05 0.04 0.498
H -3.0049 -2.4362 -2.5357 -0.03 -0.02 0.08 0.635
H -3.8651 -4.4322 -1.3986 0.05 0.05 0.02 0.429
H -3.1470 -4.9854 0.9051 0.01 0.04 -0.02 0.433
H -1.6231 -3.4167 2.1124 -0.01 0.02 -0.06 0.462
H 1.8621 -1.7577 3.3991 0.01 0.05 -0.01 0.501
H 3.1733 -0.0559 4.7020 -0.01 0.01 -0.02 0.456
H 3.3590 2.2679 3.8144 -0.02 -0.03 -0.01 0.481
H 2.1782 2.8369 1.6926 -0.02 -0.03 0.00 0.522
C -2.4190 3.7379 1.6732 -0.01 -0.05 0.00 -1.658
C -1.7355 2.7180 0.8127 -0.02 0.12 -0.03 0.646
N -1.3538 1.5478 1.2529 -0.07 0.18 -0.31 0.479
O -1.5861 1.2872 2.5706 -0.04 -0.20 0.03 -0.516
C -1.4183 2.9184 -0.5592 -0.04 -0.25 0.06 0.287
C -1.9951 4.0033 -1.4083 0.01 0.06 -0.03 -1.745
N -0.5359 2.0047 -1.0590 0.32 0.53 0.18 -0.094
O -0.6205 1.9904 -2.5464 -0.06 -0.13 -0.25 -0.144
H -2.0269 3.6933 2.6868 0.02 -0.03 0.00 0.429
H -3.4920 3.5400 1.7325 0.05 -0.01 -0.02 0.297
H -2.2721 4.7459 1.2926 -0.01 -0.01 0.00 0.470
H -1.4352 0.3208 2.5979 0.00 0.08 0.07 0.492
H -2.5690 4.6991 -0.8045 -0.01 -0.01 0.03 0.403
H -2.7146 3.6156 -2.1464 0.00 0.04 0.02 0.453
H -1.2258 4.5800 -1.9324 0.00 -0.05 0.00 0.386
C 6.1751 -0.6757 -1.3680 -0.02 0.02 -0.03 -1.040
C 5.8422 -1.0916 0.0610 0.03 -0.04 -0.05 -0.492
C 4.3828 -0.8506 0.4184 -0.06 -0.15 -0.22 -0.838
N 3.5007 -1.7434 -0.3429 0.23 0.13 0.20 0.221
C 2.5854 -1.3819 -1.2198 -0.19 -0.01 -0.03 0.793
S 2.2116 0.2334 -1.5949 0.07 -0.02 -0.05 -0.445
N 1.8482 -2.3564 -1.8480 0.12 0.01 -0.03 0.346
C 1.8142 -3.7620 -1.7769 0.05 0.01 0.05 0.359
O 0.7721 -4.3196 -2.0160 -0.06 0.03 0.00 -0.528
C 3.0732 -4.5160 -1.5023 -0.11 0.17 0.00 -0.491
C 4.2575 -4.1920 -2.1577 0.09 0.07 -0.01 0.329
C 5.3957 -4.9533 -1.9383 -0.02 -0.02 0.03 -0.682
C 5.3502 -6.0257 -1.0542 0.00 0.01 -0.01 -0.451
C 4.1642 -6.3524 -0.4071 -0.01 0.02 -0.02 -0.712
C 3.0183 -5.6064 -0.6424 0.02 -0.09 0.08 -0.314
H 7.2310 -0.8341 -1.5906 -0.04 -0.01 0.02 0.400
H 5.9499 0.3812 -1.5313 0.02 -0.05 0.02 0.310
H 5.5936 -1.2487 -2.0960 0.02 0.03 0.06 0.149
H 6.4571 -0.5388 0.7743 0.01 0.03 -0.02 0.377
H 6.0790 -2.1508 0.2098 0.01 0.02 0.01 0.336
H 4.0857 0.1687 0.1863 -0.02 0.05 -0.01 0.504
H 4.2017 -1.0236 1.4800 0.02 -0.06 0.00 0.157
H 3.6330 -2.7320 -0.1870 0.03 -0.06 0.01 0.172
H 1.0281 -1.9779 -2.2981 -0.11 0.02 -0.12 -0.359
H 4.2823 -3.3561 -2.8489 0.00 -0.02 0.03 0.485
H 6.3145 -4.7146 -2.4596 -0.03 -0.01 0.02 0.447
H 6.2411 -6.6162 -0.8778 -0.04 0.03 -0.01 0.417
H 4.1293 -7.1960 0.2706 0.01 0.03 -0.02 0.415
H 2.0768 -5.8613 -0.1701 0.05 0.01 -0.02 0.475
```
Positions in Å, forces in eV/Å.

HOMO (alpha / beta) ... -9.50 / -10.04 eV
⟨S²⟩ ... 6.37
Orbital gap (alpha / beta) ... 0.2346 / 0.2550 hartree
E_tot ... -3452.40150 a.u.
Total charge ... +1
2S+1 ... 5